(1)
The following is a DFT calculation (ωB97M-V/def2-TZVPD) of a molecular structure, C37H27AsCl5IN3NaOPSe.

Last column: natural (NBO) charge in e.
Geometry (Å):
Na: -3.471 -0.655 -0.601  0.861
Cl: -9.166 3.955 0.368  0.010
C: -7.664 3.091 0.380  -0.170
C: -7.603 1.758 -0.032  -0.054
Cl: -9.046 0.965 -0.569  0.023
C: -6.405 1.067 -0.029  -0.190
Cl: -6.313 -0.585 -0.569  0.030
C: -5.179 1.661 0.405  0.443
O: -4.078 1.048 0.394  -0.816
C: -5.290 3.018 0.829  -0.186
Cl: -3.815 3.792 1.314  0.006
C: -6.490 3.709 0.808  -0.056
Cl: -6.532 5.366 1.309  0.019
C: 0.362 -1.042 1.446  -0.720
C: 1.761 -0.583 1.809  -0.713
As: 3.209 -1.597 0.942  0.913
C: 3.063 -3.156 2.119  -0.342
C: 2.622 -4.349 1.558  -0.226
C: 2.403 -5.467 2.357  -0.197
C: 2.638 -5.400 3.722  -0.214
C: 3.094 -4.214 4.288  -0.233
C: 3.303 -3.098 3.491  -0.166
C: 4.690 -0.696 1.849  -0.336
C: 5.872 -1.406 2.067  -0.168
C: 6.977 -0.790 2.634  -0.217
C: 6.923 0.554 2.984  -0.229
C: 5.756 1.270 2.770  -0.208
C: 4.645 0.649 2.207  -0.234
P: -0.333 -0.649 -0.207  0.846
C: 0.153 1.115 -0.424  -0.364
C: 1.446 1.611 -0.619  -0.230
C: 1.679 2.971 -0.767  -0.234
C: 0.620 3.869 -0.716  -0.195
C: -0.669 3.400 -0.507  -0.241
C: -0.900 2.035 -0.367  -0.138
C: 0.717 -1.597 -1.370  -0.364
C: 0.557 -2.986 -1.319  -0.140
C: 1.256 -3.812 -2.184  -0.231
C: 2.111 -3.270 -3.136  -0.217
C: 2.240 -1.892 -3.229  -0.210
C: 1.548 -1.063 -2.354  -0.237
H: -0.348 -0.566 2.132  0.245
H: 0.220 -2.118 1.594  0.248
H: 1.921 -0.694 2.885  0.221
H: 1.883 0.473 1.568  0.225
H: 2.433 -4.406 0.491  0.226
H: 2.040 -6.383 1.910  0.213
H: 2.461 -6.267 4.346  0.210
H: 3.278 -4.157 5.353  0.208
H: 3.652 -2.177 3.945  0.207
H: 5.925 -2.457 1.806  0.206
H: 7.883 -1.359 2.802  0.206
H: 7.785 1.037 3.425  0.208
H: 5.701 2.316 3.044  0.209
H: 3.746 1.228 2.055  0.215
H: 2.288 0.929 -0.648  0.215
H: 2.690 3.330 -0.919  0.208
H: 0.800 4.930 -0.840  0.207
H: -1.504 4.087 -0.453  0.224
H: -1.919 1.694 -0.200  0.242
H: -0.152 -3.422 -0.622  0.245
H: 1.111 -4.884 -2.127  0.215
H: 2.655 -3.916 -3.814  0.207
H: 2.887 -1.454 -3.979  0.205
H: 1.661 0.010 -2.454  0.217
I: -3.210 -3.635 -0.490  -0.925
Se: -0.832 0.721 -3.954  1.005
N: -1.428 2.256 -4.616  -0.611
C: -2.635 2.420 -4.109  0.062
C: -3.497 3.544 -4.353  -0.163
C: -4.700 3.539 -3.751  -0.251
C: -5.094 2.433 -2.898  0.097
N: -4.358 1.407 -2.635  -0.404
C: -3.115 1.384 -3.232  0.250
N: -2.290 0.375 -3.017  -0.621
H: -3.163 4.353 -4.989  0.225
H: -5.391 4.361 -3.883  0.222
H: -6.073 2.465 -2.426  0.206

Computed properties:
maximum force	0.01923	hartree/bohr
energy	-9405.35889	Eh
highest occupied orbital energy	-4.75	eV
Kohn-Sham gap	5.665	eV
spin multiplicity	1
net charge	-1

(2)
The following is a DFT calculation (ωB97M-V/def2-TZVPD) of a molecular structure, C37H27N7O2STi at a distorted geometry.

Last column: Löwdin spin population.
Geometry (Å):
Ti: 0.030 -0.691 0.972  0.835
O: -3.175 -3.176 0.972  0.009
C: -2.206 -2.450 0.750  0.004
N: -1.622 -1.545 1.559  -0.004
C: -1.889 -1.433 2.920  0.002
C: -2.860 -2.152 3.620  -0.001
C: -3.002 -1.995 4.990  0.001
C: -2.186 -1.112 5.673  0.000
C: -1.211 -0.394 4.997  0.000
C: -1.033 -0.547 3.622  0.001
N: 0.012 0.038 2.892  0.006
C: 0.613 1.134 3.419  0.010
O: 0.125 1.890 4.268  0.015
C: 2.018 1.465 2.977  0.002
C: 2.488 2.761 3.179  0.001
C: 3.799 3.065 2.862  0.002
C: 4.612 2.047 2.387  0.001
C: 4.066 0.779 2.256  0.002
N: 2.800 0.484 2.527  0.005
C: -1.518 -2.503 -0.571  0.035
C: -1.924 -3.433 -1.512  -0.005
C: -1.326 -3.466 -2.756  0.039
C: -0.379 -2.485 -3.026  -0.006
C: -0.011 -1.603 -2.035  0.034
N: -0.503 -1.625 -0.783  0.002
H: -3.479 -2.842 3.072  0.000
H: -3.756 -2.569 5.517  0.000
H: -2.308 -0.971 6.741  0.000
H: -0.570 0.278 5.544  0.000
H: 1.808 3.496 3.587  0.000
H: 4.179 4.073 2.973  0.000
H: 5.649 2.223 2.130  0.000
H: 4.680 -0.046 1.911  0.000
H: -2.723 -4.104 -1.230  -0.001
H: -1.608 -4.200 -3.499  0.003
H: 0.074 -2.388 -4.002  -0.001
H: 0.717 -0.842 -2.267  0.001
C: -0.403 2.371 0.684  0.024
C: 0.770 1.868 -0.128  0.175
C: 1.356 2.756 -0.999  0.051
C: 2.326 2.320 -1.894  0.258
C: 2.739 0.969 -1.856  0.016
C: 3.615 0.475 -2.837  0.083
C: 4.071 -0.824 -2.781  0.014
C: 3.701 -1.619 -1.714  0.081
C: 2.820 -1.169 -0.717  0.029
S: 2.769 -2.378 0.599  -0.006
C: 2.236 0.120 -0.814  0.037
N: 1.190 0.562 -0.010  0.125
H: -0.082 3.153 1.377  0.008
H: -0.886 1.591 1.270  0.000
H: -1.146 2.799 0.010  0.006
H: 1.013 3.782 -1.025  -0.004
H: 2.752 2.977 -2.640  0.018
H: 3.892 1.135 -3.650  0.003
H: 4.723 -1.215 -3.552  -0.001
H: 4.091 -2.624 -1.619  0.007
N: 0.777 -3.172 2.230  0.056
C: 1.172 -2.289 1.419  0.014
H: 1.385 -3.970 2.439  0.002
C: -2.949 0.392 -0.840  0.006
C: -2.899 0.764 -2.151  0.001
C: -4.066 0.715 -3.007  0.000
C: -4.042 1.129 -4.301  0.000
C: -2.852 1.635 -4.893  0.000
C: -1.681 1.654 -4.089  0.001
C: -1.693 1.247 -2.791  0.001
C: -2.843 2.099 -6.213  0.000
N: -2.852 2.489 -7.309  0.000
H: -3.856 0.002 -0.396  0.000
H: -2.068 0.418 -0.205  0.003
H: -4.982 0.324 -2.574  0.000
H: -4.944 1.075 -4.902  0.000
H: -0.760 2.006 -4.542  0.000
H: -0.777 1.274 -2.212  0.000

Computed properties:
maximum force	0.04591	hartree/bohr
energy	-3207.69159	Eh
highest occupied orbital energy (alpha / beta)	-0.59 / -0.60	eV
Kohn-Sham gap (alpha / beta)	4.819 / 4.814	eV
spin multiplicity	3
net charge	-2
expectation value of S²	2.0358